w | The following is a DFT calculation (wB97M-V/def2-TZVPD) of a structure of composition C3H3NOS.

Structure (ORCA input):
```
! wB97M-V def2-TZVPD RIJCOSX def2/J DEFGRID3
* xyz 0 1
S 1.9080 -0.0591 -0.2948
O -1.8307 -1.3560 -0.0813
N -1.2165 2.0733 -0.2212
C -0.5711 1.1586 0.0554
C 0.1513 -0.0019 0.2468
C -0.7153 -1.0950 -0.3757
H -0.1374 -1.4990 -1.3316
H 0.2557 -0.1908 1.6218
H 2.1559 0.9699 0.3805
*
```

The HOMO energy comes out at -10.313 eV.

Here are the Löwdin charges for atoms 1 to 6, given in e: number 1, S, carries 0.79; number 2, O, carries 0.11; number 3, N, carries 0.20; number 4, C, carries -0.33; number 5, C, carries -0.65; number 6, C, carries -0.32

x | The following is a DFT calculation (wB97M-V/def2-TZVPD) of the molecule C3H3NOS.

Structure (ORCA input):
```
! wB97M-V def2-TZVPD RIJCOSX def2/J DEFGRID3
* xyz 0 1
S -0.4797 -1.0262 1.6050
O -2.6693 0.3901 0.7255
N 0.7745 -0.6398 -1.1415
C -0.2871 -0.2036 -0.1108
C 0.8605 0.5829 -0.4370
C -1.6136 -0.1127 0.7244
H 1.1630 -1.4105 -0.6028
H 1.5863 0.9758 0.4501
H 0.6654 1.4439 -1.2130
*
```

As for the SMILES: O=C1S[C@]12CN2. The HOMO energy comes out at -9.570 eV.

Here are the Löwdin charges for atoms 1 to 6, given in e: number 1, S, carries 0.95; number 2, O, carries 0.10; number 3, N, carries 0.05; number 4, C, carries -0.46; number 5, C, carries -0.27; number 6, C, carries -0.74

Verdict on stability: x comes out at the bottom.

w | The following is a DFT calculation (wB97M-V/def2-TZVPD) of the molecule C3H3NOS.

Structure (ORCA input):
```
! wB97M-V def2-TZVPD RIJCOSX def2/J DEFGRID3
* xyz 0 1
S 3.0449 -0.3337 -0.5318
O 1.2886 1.4586 -1.3492
N -0.4861 -0.9921 0.6202
C -1.3380 0.1261 0.2216
C 1.3235 0.4037 -0.7449
C 0.0277 -0.1184 -0.2331
H -2.1738 -0.1396 -0.4101
H -0.1706 -1.3414 1.5101
H -1.5163 0.9368 0.9173
*
```

The HOMO energy (spin up / spin down) comes out at -7.858 / -7.834 eV.

Here are the Löwdin charges for atoms 1 to 6, given in e: number 1, S, carries 0.39; number 2, O, carries -0.06; number 3, N, carries 0.19; number 4, C, carries -0.01; number 5, C, carries -0.83; number 6, C, carries -0.07

x | The following is a DFT calculation (wB97M-V/def2-TZVPD) of the molecule C3H3NOS.

Structure (ORCA input):
```
! wB97M-V def2-TZVPD RIJCOSX def2/J DEFGRID3
* xyz 0 1
S 2.8841 0.7689 -0.2474
O 0.5627 -0.7326 -0.5639
N -1.5455 1.9260 -0.2851
C -0.7180 -0.6926 -0.1084
C 1.4011 0.1078 0.0818
C -1.3826 0.6841 -0.1942
H 0.7939 0.2608 1.0034
H -0.5795 -1.0018 0.9775
H -1.4161 -1.3207 -0.6637
*
```

As for the SMILES: N#CCOC=S. The HOMO energy comes out at -9.484 eV.

Here are the Löwdin charges for atoms 1 to 6, given in e: number 1, S, carries 0.69; number 2, O, carries -0.13; number 3, N, carries 0.14; number 4, C, carries -0.24; number 5, C, carries -0.70; number 6, C, carries -0.11

Verdict on stability: w comes out at the bottom.

w | The following is a DFT calculation (wB97M-V/def2-TZVPD) of a cluster of 4 separate species, CH10N2O3 in total.

Structure (ORCA input):
```
! wB97M-V def2-TZVPD RIJCOSX def2/J DEFGRID3
* xyz 0 1
O -0.3785 1.8459 2.1113
O 1.7259 1.7711 -0.1537
O 0.3339 -0.0208 -2.1108
N -0.9341 -0.5071 0.7191
N -0.5409 -2.1876 -0.8123
C -0.8689 -1.8318 0.3781
H -1.3970 -0.2695 1.6663
H 1.3278 1.3279 -0.9323
H -0.0960 -3.1051 -0.6697
H -1.1847 0.1974 0.0067
H -1.2450 -2.4944 1.1407
H 0.2964 1.9550 1.3025
H 0.6299 -0.2607 -2.9924
H 0.2248 -0.9716 -1.7678
H -0.5488 2.7322 2.3649
H 2.6553 1.8192 -0.2506
*
```

As for the SMILES: [H]/N=C/N.O.O.O. The HOMO energy comes out at -9.446 eV.

Here are the Löwdin charges for atoms 1 to 6, given in e: number 1, O, carries -0.12; number 2, O, carries -0.06; number 3, O, carries -0.13; number 4, N, carries 0.07; number 5, N, carries 0.02; number 6, C, carries -0.34

x | The following is a DFT calculation (wB97M-V/def2-TZVPD) of a cluster of 4 separate species, CH10N2O3 in total.

Structure (ORCA input):
```
! wB97M-V def2-TZVPD RIJCOSX def2/J DEFGRID3
* xyz 0 1
O -2.3055 0.2965 -1.3343
O -1.9223 -2.0233 1.6698
O 0.9656 2.7007 -0.7777
N 0.3229 -0.3646 0.0609
N 2.5603 0.0812 0.2068
C 1.5993 -0.7453 0.3273
H -2.6571 -1.7046 1.1242
H 1.7443 -1.7800 0.6326
H -1.3729 0.3379 -1.5754
H 3.4750 -0.3612 0.2565
H -2.3228 -2.3701 2.4725
H 1.1269 2.7066 -1.7265
H -2.7072 1.1632 -1.4136
H -0.4326 -0.7757 0.5920
H 0.1976 0.6259 -0.0936
H 1.7283 2.2129 -0.4212
*
```

As for the SMILES: [H]/N=C/N.O.O.O. The HOMO energy comes out at -9.332 eV.

Here are the Löwdin charges for atoms 1 to 6, given in e: number 1, O, carries -0.06; number 2, O, carries -0.06; number 3, O, carries -0.08; number 4, N, carries 0.08; number 5, N, carries 0.05; number 6, C, carries -0.37

Verdict on stability: w comes out at the bottom.

w | The following is a DFT calculation (wB97M-V/def2-TZVPD) of a cluster of 2 separate species, C10H16 in total.

Structure (ORCA input):
```
! wB97M-V def2-TZVPD RIJCOSX def2/J DEFGRID3
* xyz 1 2
C 1.8249 0.1894 -1.0339
C 0.5089 1.9864 -1.9704
C -0.1488 -0.1997 3.0209
C -0.5747 -0.1379 -1.4290
C -0.7040 -0.5765 1.6956
C -0.6747 1.2633 -1.6893
C 0.7064 -0.6568 -1.1080
C -0.2290 -1.4889 3.9705
C 1.7606 1.4181 -1.7573
C -1.7403 -1.0251 -1.5346
H -0.5010 0.6948 3.6679
H -2.6145 -0.4915 -1.7271
H -0.6139 -1.5764 1.4145
H -1.7919 -0.3562 1.9154
H -1.7141 -1.4331 -2.5003
H 2.7490 -0.1046 -0.7067
H 0.7802 -1.6809 -0.6183
H 0.5199 2.9779 -2.4899
H -0.7376 -1.0126 4.8633
H -1.6692 1.8136 -1.7130
H 2.5870 2.0351 -2.0256
H -0.3087 0.0387 0.8207
H 0.6581 -1.6035 4.4890
H -1.8740 -1.7947 -0.7797
H 0.9398 0.1742 2.8861
H -0.7849 -2.3154 3.5170
*
```

The HOMO energy (spin up / spin down) comes out at -13.328 / -13.322 eV.

Here are the Löwdin charges for atoms 1 to 6, given in e: number 1, C, carries 0.02; number 2, C, carries -0.01; number 3, C, carries -0.31; number 4, C, carries -0.21; number 5, C, carries -0.15; number 6, C, carries 0.04

x | The following is a DFT calculation (wB97M-V/def2-TZVPD) of a cluster of 2 separate species, C10H16 in total.

Structure (ORCA input):
```
! wB97M-V def2-TZVPD RIJCOSX def2/J DEFGRID3
* xyz 1 2
C -0.7580 -0.1306 -0.6745
C -0.9107 -0.5598 0.6927
C 0.7070 -1.9702 -1.0390
C -2.6967 0.2768 -1.7195
C -1.5990 1.0120 -1.1144
C 0.0957 -0.8663 -1.5359
C 2.1318 1.7273 2.2620
C 0.6071 -2.2824 0.3066
C -0.1293 -1.5604 1.2437
C 2.2747 2.8558 1.1340
H 2.4397 3.7127 1.7058
H -0.3530 -1.8681 2.2761
H -1.3104 -0.0056 1.4773
H 3.1757 1.3178 2.5207
H -1.1795 1.7490 -1.7944
H -2.5596 0.1988 -2.8993
H 1.2647 -2.9508 0.7358
H 0.0795 -0.6454 -2.5767
H -3.0411 -0.7918 -1.3228
H 1.3506 -2.6185 -1.7744
H 1.2802 2.9314 0.4360
H 2.9406 2.4491 0.3203
H 1.3588 1.0330 1.8817
H -1.8021 1.5203 -0.0107
H -3.6880 0.8442 -1.6073
H 1.7071 2.1099 3.2988
*
```

The HOMO energy (spin up / spin down) comes out at -14.116 / -14.115 eV.

Here are the Löwdin charges for atoms 1 to 6, given in e: number 1, C, carries -0.15; number 2, C, carries 0.03; number 3, C, carries -0.01; number 4, C, carries -0.12; number 5, C, carries -0.22; number 6, C, carries 0.02

Verdict on stability: x comes out at the bottom.